Entry 1:
Molecular formula: C3H3FGdO2
Method: DFT, ωB97M-V/def2-TZVPD

Summary:
HOMO level (spin up / spin down)	-22.95 / -25.99	eV
<S²>	16.74
gap between HOMO and LUMO (spin up / spin down)	4.27 / 11.56	eV
net charge	+3
multiplicity	8

Last column: Mulliken charge in e.
Element x y z (Å)
H (0.5666, -1.8769, 0.2220)  0.4351
F (-1.3399, 1.7069, 0.2946)  -0.1011
O (-0.8672, -0.3762, 1.1553)  -0.0614
O (1.0690, 0.3247, 0.1961)  0.0068
C (-1.2452, 0.4032, -0.0026)  0.1409
C (0.0237, -0.0532, -0.7299)  0.0119
C (0.2552, -0.8306, 0.5229)  0.1500
H (-2.1844, 0.0341, -0.4302)  0.4159
H (0.2951, -0.0899, -1.7808)  0.5266
Gd (3.4270, 0.7578, 0.5526)  1.4753

Cartesian forces, eV/Å:
0.07 0.62 1.98
0.32 -1.76 -0.52
0.32 -1.43 0.26
0.12 -0.92 -0.60
-0.67 2.98 0.65
0.37 3.15 -1.52
-0.86 -2.05 -0.30
-0.30 -0.52 -0.04
-0.21 -0.54 -0.09
0.82 0.47 0.19

Entry 2:
Molecular formula: C16H20N2O5S
Method: DFT, ωB97M-V/def2-TZVPD

Summary:
HOMO level	-8.43	eV
SMILES	COC(=O)[C@@]1(CCSC)N[C@H](c2ccco2)[C@H]2C(=O)N(C)C(=O)[C@H]21
relative energy (zero: lowest compared OMol25 entry of this formula, charge and spin)	84.8	kJ/mol
gap between HOMO and LUMO	9.13	eV
net charge	0
multiplicity	1

Last column: Mulliken charge in e.
Element x y z (Å)
C (0.4243, 2.5203, -3.7331)  -0.7555
H (0.9254, 3.3943, -3.3139)  0.2751
H (-0.2937, 2.8213, -4.4915)  0.2508
H (1.1678, 1.8366, -4.1465)  0.3370
O (-0.3213, 1.8770, -2.7044)  -0.2850
C (0.3432, 1.0729, -1.8952)  -0.4903
O (1.5019, 0.7593, -2.0286)  -0.6414
C (-0.5134, 0.5388, -0.7349)  1.4218
N (-0.1637, -0.8409, -0.4384)  -0.2264
H (0.0892, -1.3601, -1.2707)  0.4173
C (0.8762, -0.9227, 0.5790)  0.9601
C (0.7014, -2.1723, 1.3773)  -0.5102
C (1.5056, -3.2597, 1.5467)  -1.0576
C (0.7985, -4.1464, 2.3955)  -0.3666
C (-0.3815, -3.5326, 2.6734)  -0.6975
O (-0.4510, -2.3378, 2.0635)  -0.2787
H (-1.2223, -3.8272, 3.2698)  0.4777
H (1.1278, -5.1029, 2.7451)  0.4622
H (2.4793, -3.4066, 1.1275)  0.4979
H (1.8890, -0.9289, 0.1478)  0.4687
C (0.6727, 0.3570, 1.4251)  0.1225
C (2.0042, 1.0309, 1.6810)  -0.1450
O (2.9021, 0.6483, 2.3806)  -0.6300
N (2.0312, 2.1918, 0.9356)  0.2087
C (0.8702, 2.4535, 0.2519)  -0.1561
O (0.6850, 3.4260, -0.4330)  -0.6350
C (-0.1083, 1.3247, 0.5414)  0.1578
H (-0.9932, 1.7383, 1.0254)  0.3976
C (3.1915, 3.0481, 0.8591)  -1.0674
H (2.8682, 4.0880, 0.8726)  0.3356
H (3.7381, 2.8543, -0.0650)  0.3330
H (3.8285, 2.8301, 1.7143)  0.3819
H (0.1689, 0.1154, 2.3612)  0.6233
C (-2.0154, 0.6255, -1.0367)  -0.9856
C (-2.8433, 0.0536, 0.1143)  -0.1815
H (-3.2627, 0.8375, 0.7423)  0.3761
H (-2.2392, -0.6210, 0.7204)  -0.1893
S (-4.2735, -0.9155, -0.4618)  -0.1332
C (-3.4188, -2.4687, -0.8465)  -0.5757
H (-2.6729, -2.2971, -1.6169)  0.1897
H (-4.1709, -3.1641, -1.2033)  0.3693
H (-2.9487, -2.8511, 0.0549)  0.0878
H (-2.2887, 1.6601, -1.2401)  0.3305
H (-2.2078, 0.0520, -1.9453)  0.5258

Cartesian forces, eV/Å:
0.35 0.08 -0.21
-0.02 -0.05 -0.02
0.03 -0.01 0.06
-0.10 0.10 0.00
-0.35 -0.01 -0.03
-0.10 -0.40 0.03
0.12 0.07 -0.01
-0.17 0.18 -0.38
0.10 0.13 -0.09
-0.01 0.02 0.05
-0.04 -0.29 0.24
0.96 -0.30 -0.31
-0.29 0.64 -0.17
-0.55 0.07 0.22
0.41 -0.80 0.24
-0.23 0.50 -0.14
-0.16 0.05 0.06
-0.01 -0.21 0.12
0.23 0.05 -0.13
-0.16 -0.04 0.11
-0.04 -0.17 -0.02
-0.31 -0.07 0.10
0.15 -0.14 0.10
0.27 0.25 -0.01
-0.15 -0.05 0.41
-0.05 0.18 -0.15
-0.01 -0.07 -0.07
0.07 0.03 -0.01
0.13 0.12 -0.02
0.04 -0.05 -0.01
0.00 0.04 0.04
-0.03 0.02 -0.06
0.09 0.07 -0.04
0.19 0.00 0.16
-0.35 -0.19 -0.27
0.04 0.02 0.07
-0.02 0.08 0.10
0.03 -0.03 0.13
-0.12 0.50 0.15
0.10 -0.12 -0.08
-0.03 -0.09 -0.06
0.08 -0.12 0.00
-0.05 -0.03 -0.07
-0.01 0.04 -0.04

Entry 3:
Molecular formula: C5H10O2
Method: DFT, ωB97M-V/def2-TZVPD

Summary:
HOMO level	-9.69	eV
SMILES	C[C@H]1OCC[C@H]1O
relative energy (zero: lowest compared OMol25 entry of this formula, charge and spin)	146.2	kJ/mol
gap between HOMO and LUMO	10.65	eV
net charge	0
multiplicity	1

Last column: Mulliken charge in e.
Element x y z (Å)
C (2.0613, -0.1283, -0.4343)  -1.4807
C (0.7766, 0.2320, 0.2249)  0.1897
O (0.0053, 1.2204, -0.6416)  -0.4443
C (-1.3308, 1.1896, -0.2020)  -0.4808
C (-1.5149, -0.0726, 0.6950)  -0.6915
C (-0.2399, -0.8595, 0.4335)  0.0814
O (-0.3637, -1.7602, -0.6339)  -0.5635
H (2.7905, 0.6616, -0.5192)  0.3807
H (1.9211, -0.4678, -1.4458)  0.3174
H (2.5960, -0.9318, 0.0499)  0.3683
H (0.9469, 0.7868, 1.1517)  0.3535
H (-1.9752, 1.1648, -1.0833)  0.3085
H (-1.5770, 2.0844, 0.3756)  0.2885
H (-1.5799, 0.2148, 1.7484)  0.2812
H (-2.4018, -0.6576, 0.4403)  0.3171
H (0.1708, -1.4227, 1.2938)  0.4071
H (-0.2853, -1.2538, -1.4530)  0.3674

Cartesian forces, eV/Å:
0.61 -0.23 -0.58
-1.00 2.07 -1.17
1.42 -1.28 0.59
-0.60 -0.30 0.37
-0.06 0.19 -0.09
0.71 -0.22 1.20
0.16 -0.01 -0.46
-0.08 0.68 0.22
-0.36 -0.19 -0.50
-0.14 -0.37 0.53
0.03 -0.32 0.23
-0.03 0.00 0.03
0.05 0.12 -0.06
0.01 -0.04 -0.11
0.14 0.07 0.03
-0.77 -0.09 -0.22
-0.09 -0.07 0.00